w) Molecular formula: C4H6N
Method: DFT, ωB97M-V/def2-TZVPD

Each line ends with the natural charge from an NBO analysis.
Cartesian coordinates (Å):
H: -1.74 1.23 0.06  0.355
N: -1.24 0.59 0.67  -0.615
H: -1.71 -0.94 1.77  0.177
H: 0.89 1.88 0.57  0.276
H: 3.39 -0.88 -1.21  0.255
H: -3.15 0.04 1.20  0.189
C: 2.44 -0.44 -1.64  -0.047
C: 1.86 0.20 -0.64  -0.144
H: 2.52 -0.36 -2.69  0.271
C: 1.25 1.07 0.01  0.245
C: -2.10 -0.18 1.23  0.037

The HOMO-LUMO gap is 7.30 eV. Its charge is +1. For the HOMO energy, the calculation gives -14.8 eV. As for the LUMO energy: -7.5 eV. The molar mass is 68.10 g mol⁻¹.

x) Molecular formula: C4H6N
Method: DFT, ωB97M-V/def2-TZVPD

Each line ends with the natural charge from an NBO analysis.
Cartesian coordinates (Å):
H: 0.43 2.20 0.19  0.323
C: -0.24 0.03 -0.05  0.164
H: -2.04 0.03 0.80  0.249
C: 1.98 0.52 -0.03  0.439
H: -1.75 -1.40 -0.28  0.248
H: 1.23 -1.54 -0.62  0.476
H: 1.37 -0.23 -1.82  0.496
C: -1.46 -0.46 0.14  -0.310
H: 0.95 1.26 1.50  0.300
C: 0.67 1.14 0.54  -0.662
N: 1.09 -0.52 -0.74  -0.722

The HOMO-LUMO gap is 9.30 eV. Its charge is +1. For the HOMO energy, the calculation gives -15.4 eV. As for the LUMO energy: -6.1 eV. The molar mass is 68.10 g mol⁻¹.

y) Molecular formula: C4H6N
Method: DFT, ωB97M-V/def2-TZVPD

Each line ends with the natural charge from an NBO analysis.
Cartesian coordinates (Å):
C: 0.51 -0.35 0.26  0.022
C: 1.34 0.18 -0.86  -0.372
H: 1.55 -0.15 -1.96  0.254
H: -2.04 0.07 -0.89  -0.097
C: -1.59 -0.12 1.57  0.450
N: -0.63 -0.38 1.00  -0.182
H: 1.40 1.36 -0.90  0.222
H: -2.51 0.15 2.08  0.316
C: 1.83 -0.60 0.30  0.015
H: -2.55 0.79 -1.47  0.094
H: 2.69 -0.94 0.88  0.279

The HOMO-LUMO gap is 8.64 eV. Its charge is +1. For the HOMO energy, the calculation gives -14.4 eV. As for the LUMO energy: -5.7 eV. The molar mass is 68.10 g mol⁻¹.

Name the least stable of them. y).

w) Molecular formula: C4H23NO9
Method: DFT, ωB97M-V/def2-TZVPD

Each line ends with the natural charge from an NBO analysis.
Cartesian coordinates (Å):
C: 0.38 0.90 -0.74  0.816
O: 0.62 -1.64 -2.96  -0.970
H: 0.84 -2.09 0.14  0.514
H: -1.32 -1.30 3.53  0.503
H: -2.47 1.58 -0.48  0.393
H: -1.02 0.21 0.54  0.220
O: -2.06 -0.75 3.24  -0.965
H: -0.69 2.12 2.25  0.234
H: -2.20 -1.97 0.36  0.475
O: 0.72 1.59 -1.66  -0.626
H: -0.55 0.61 -4.24  0.475
H: -0.59 3.61 -0.99  0.199
H: -0.33 -1.71 -2.85  0.484
O: 0.40 0.61 -4.38  -0.949
H: -2.29 4.00 -0.57  0.212
H: 2.80 -0.72 -0.07  0.485
O: -1.81 -2.44 -0.38  -0.973
H: 0.76 -0.95 -3.66  0.511
H: 0.71 1.29 -3.77  0.506
O: 0.83 -2.83 0.76  -0.990
C: 0.08 1.66 1.65  -0.641
H: 1.46 -1.26 3.20  0.471
C: -0.62 1.20 0.38  -0.153
H: 4.18 -1.42 -0.06  0.474
H: -1.74 -0.15 2.56  0.458
O: 0.86 -0.38 -0.64  -0.795
H: 1.55 -3.45 0.65  0.505
C: -1.40 3.44 -0.29  -0.427
H: -1.09 -2.97 0.00  0.493
H: 0.99 -0.73 -1.56  0.528
N: -1.69 2.04 -0.09  -0.648
H: 0.78 2.49 1.52  0.218
H: 0.60 -2.17 2.32  0.501
O: 0.61 -1.72 3.20  -0.998
H: -1.24 3.93 0.68  0.188
O: 3.26 -1.54 0.18  -0.963
H: 0.63 0.91 2.21  0.237

The HOMO-LUMO gap is 9.26 eV. The SMILES is CN[C@H](C)C(=O)O.O.O.O.O.O.O.O. Its charge is 0. For the HOMO energy, the calculation gives -9.0 eV. As for the LUMO energy: 0.2 eV. The molar mass is 229.23 g mol⁻¹.

x) Molecular formula: C4H23NO9
Method: DFT, ωB97M-V/def2-TZVPD

Each line ends with the natural charge from an NBO analysis.
Cartesian coordinates (Å):
O: 2.62 1.28 -1.37  -0.693
O: 2.55 -0.68 2.19  -0.764
H: -0.82 0.37 1.83  0.199
H: -1.07 2.25 2.90  0.484
H: 3.16 -1.39 2.29  0.484
H: 2.22 -1.27 -3.07  0.483
H: 1.21 1.76 1.50  0.222
H: -0.51 -2.27 -1.22  0.508
O: -0.41 2.72 2.34  -0.964
H: -3.98 1.21 1.06  0.503
H: -2.61 0.64 -1.80  0.486
H: -2.42 -1.55 -1.37  0.507
C: 1.38 1.38 -1.45  0.507
H: 1.64 -3.88 -0.50  0.478
C: 2.64 0.19 1.04  -0.070
H: 2.30 -0.53 -1.71  0.508
H: 3.38 1.03 1.39  0.189
H: 2.81 -0.20 0.01  0.189
N: 0.65 1.11 -0.37  -0.621
H: -2.85 1.96 -1.05  0.479
O: -3.26 -0.88 -1.29  -1.000
O: -3.35 1.85 0.83  -1.002
C: 1.18 0.83 1.00  -0.072
O: -2.50 1.57 -1.93  -1.004
H: -3.16 2.69 1.33  0.513
H: 1.42 -2.50 -1.19  0.505
H: -3.24 -0.62 -0.33  0.450
O: -1.37 -2.67 -1.35  -0.942
H: -0.38 0.97 -0.53  0.427
O: 2.12 -1.39 -2.20  -0.971
H: 0.52 -0.32 2.72  0.249
H: -0.69 2.82 1.33  0.490
C: 0.16 -0.13 1.70  -0.634
O: 0.98 -3.20 -0.54  -1.023
H: 0.22 -1.12 1.11  0.228
H: 0.90 1.45 -2.46  0.165
H: -1.44 -3.48 -0.83  0.506

The HOMO-LUMO gap is 9.76 eV. The SMILES is C[C@@H](CO)NC=O.O.O.O.O.O.O.O. Its charge is 0. For the HOMO energy, the calculation gives -9.8 eV. As for the LUMO energy: 0.0 eV. The molar mass is 229.23 g mol⁻¹.

Name the least stable of them. x).

w) Molecular formula: C3H2F2O2
Method: DFT, ωB97M-V/def2-TZVPD

Each line ends with the natural charge from an NBO analysis.
Cartesian coordinates (Å):
O: 0.59 -0.85 0.61  -0.420
O: -1.39 -1.75 -0.23  -0.535
H: 1.44 0.18 -0.97  0.175
H: 2.30 0.20 0.69  0.176
C: -0.75 -0.77 0.03  0.549
F: -2.28 0.95 -0.41  -0.295
F: -0.37 1.59 0.43  -0.318
C: -1.01 0.59 -0.21  0.548
C: 1.49 -0.14 0.07  0.120

The HOMO-LUMO gap (spin up / spin down) is 8.56 / 6.27 eV. Its charge is 0. For the HOMO energy (spin up / spin down), the calculation gives -9.1 / -8.0 eV. As for the LUMO energy (spin up / spin down): -0.5 / -1.7 eV. The molar mass is 108.04 g mol⁻¹.

x) Molecular formula: C3H2F2O2
Method: DFT, ωB97M-V/def2-TZVPD

Each line ends with the natural charge from an NBO analysis.
Cartesian coordinates (Å):
C: 0.94 0.52 1.24  0.725
O: 0.41 -0.36 1.81  -0.515
F: -0.78 1.18 -0.53  -0.317
C: -1.13 -0.02 -0.94  -0.096
H: 0.75 1.61 1.37  0.136
F: 1.91 0.27 0.34  -0.348
H: -2.19 -0.23 -0.76  0.211
C: -0.29 -1.04 -1.07  0.616
O: 0.38 -1.93 -1.46  -0.412

The HOMO-LUMO gap is 9.35 eV. The SMILES is O=C=CF.O=CF. Its charge is 0. For the HOMO energy, the calculation gives -9.3 eV. As for the LUMO energy: 0.0 eV. The molar mass is 108.04 g mol⁻¹.

Name the least stable of them. w).